Computed, not measured: a structure of composition C33H47N4O5S4SiTl, with ωB97M-V with the def2-TZVPD basis set.

Output
DFT total energy: -3935.8205 Eh
HOMO-LUMO gap: 4.8 eV
Charge: -2
ΔE to the lowest compared entry with this formula, charge and spin: 0.966 eV

Each line ends with the Löwdin charge.
CARTESIAN COORDINATES (ANGSTROEM)
1 Tl 1.338 1.092 -0.960  0.47
2 N 3.240 1.489 3.051  0.08
3 C 2.888 1.892 1.796  -0.93
4 S 3.884 1.466 0.483  0.58
5 N 1.929 2.790 1.711  -0.02
6 N 1.414 3.043 0.543  -0.08
7 C 0.760 4.135 0.314  -0.09
8 C 0.270 4.421 -0.998  -0.28
9 C -0.454 5.596 -1.273  -0.03
10 C -0.853 5.849 -2.567  -0.10
11 C -0.528 4.935 -3.564  -0.10
12 C 0.185 3.799 -3.203  -0.17
13 N 0.574 3.554 -1.973  0.04
14 H 3.904 0.726 3.037  0.05
15 H 2.435 1.251 3.621  0.06
16 H 0.625 4.886 1.095  0.12
17 H -0.683 6.286 -0.472  0.10
18 H -1.418 6.746 -2.801  0.09
19 H -0.819 5.106 -4.592  0.09
20 H 0.462 3.061 -3.942  0.07
21 C 4.030 -0.045 -4.992  -0.18
22 C 2.966 -0.017 -3.922  -0.81
23 S 2.684 1.587 -3.293  0.54
24 C 2.327 -1.140 -3.534  -0.81
25 C 2.650 -2.483 -4.145  -0.17
26 S 1.119 -1.253 -2.277  0.57
27 H 4.524 0.923 -5.018  0.03
28 H 3.591 -0.230 -5.975  0.07
29 H 4.775 -0.816 -4.795  0.06
30 H 3.075 -2.374 -5.142  0.05
31 H 1.739 -3.077 -4.211  0.04
32 H 3.358 -3.022 -3.511  0.07
33 C -6.420 1.287 -5.504  -0.06
34 C -7.678 1.910 -4.976  -0.76
35 O -8.741 1.940 -5.562  -0.03
36 S -7.565 2.679 -3.371  1.00
37 C -5.885 2.365 -2.826  -0.58
38 C -5.658 1.368 -1.884  -0.11
39 C -4.377 1.122 -1.437  -0.02
40 C -3.295 1.870 -1.921  -0.24
41 C -3.547 2.891 -2.850  -0.01
42 C -4.829 3.142 -3.289  -0.11
43 C -1.979 1.592 -1.494  -0.12
44 C -0.852 1.355 -1.102  -0.07
45 H -6.683 0.572 -6.281  0.08
46 H -5.857 0.798 -4.711  0.08
47 H -5.783 2.058 -5.945  0.09
48 H -6.487 0.779 -1.516  0.10
49 H -4.191 0.346 -0.707  0.11
50 H -2.721 3.487 -3.216  0.10
51 H -5.017 3.932 -4.006  0.10
52 C 4.253 -1.809 2.262  -0.04
53 C 3.181 -2.787 1.771  -0.65
54 C 3.127 -2.728 0.243  -0.05
55 C 3.539 -4.215 2.233  -0.04
56 O 1.935 -2.493 2.336  -0.11
57 Si 0.984 -1.122 2.315  0.03
58 O 1.178 -0.075 1.191  -0.32
59 O 1.257 -0.367 3.785  -0.13
60 C 0.763 -0.702 5.047  -0.65
61 C -0.724 -0.339 5.138  -0.02
62 C 0.951 -2.194 5.342  -0.03
63 C 1.562 0.110 6.083  -0.04
64 O -0.521 -1.787 2.537  -0.12
65 C -1.163 -2.772 1.779  -0.65
66 C -0.771 -2.698 0.307  -0.05
67 C -0.804 -4.166 2.329  -0.03
68 C -2.676 -2.547 1.919  -0.03
69 H 5.248 -2.156 1.988  0.08
70 H 4.197 -1.717 3.345  0.08
71 H 4.069 -0.841 1.805  0.01
72 H 4.113 -2.884 -0.190  0.09
73 H 2.755 -1.752 -0.059  0.03
74 H 2.450 -3.479 -0.155  0.07
75 H 4.452 -4.555 1.748  0.07
76 H 2.733 -4.901 1.977  0.07
77 H 3.682 -4.235 3.312  0.07
78 H -1.250 -0.884 4.362  0.06
79 H -0.854 0.722 4.942  0.09
80 H -1.128 -0.584 6.119  0.08
81 H 0.400 -2.762 4.602  0.06
82 H 0.601 -2.441 6.345  0.08
83 H 2.004 -2.449 5.252  0.08
84 H 1.443 1.177 5.904  0.08
85 H 2.620 -0.134 6.006  0.08
86 H 1.217 -0.124 7.089  0.07
87 H 0.284 -2.922 0.205  0.05
88 H -0.925 -1.688 -0.062  0.07
89 H -1.348 -3.401 -0.290  0.09
90 H 0.278 -4.258 2.352  0.07
91 H -1.221 -4.945 1.692  0.08
92 H -1.192 -4.296 3.339  0.08
93 H -2.936 -1.580 1.499  0.08
94 H -2.967 -2.563 2.968  0.07
95 H -3.218 -3.328 1.390  0.08